No. 1
An isolated molecule of C26H20N4O3S, computed with ωB97M-V/def2-TZVPD.

Summary:
HOMO level   -8.25 eV

ORCA input file:
```
! RIJCOSX wB97M-V def2-TZVPD def2/J DEFGRID3
* xyz 0 1
C 1.664 -2.339 -4.431
H 0.981 -2.836 -3.744
C 1.636 -0.829 -4.230
H 0.622 -0.447 -4.358
H 2.274 -0.348 -4.973
C 2.143 -0.419 -2.848
N 1.323 -0.984 -1.787
C 0.099 -0.443 -1.583
N -0.408 0.598 -2.192
N -1.612 0.825 -1.654
C -1.844 -0.064 -0.739
N -0.771 -0.937 -0.640
C -0.450 -2.045 0.128
C -1.338 -2.640 1.020
C -0.929 -3.725 1.768
C 0.356 -4.235 1.635
C 1.227 -3.668 0.730
C 0.838 -2.571 -0.037
C 1.799 -2.024 -1.012
O 2.926 -2.450 -1.150
H 2.224 -4.053 0.583
H 0.665 -5.082 2.228
H -1.622 -4.180 2.459
H -2.347 -2.269 1.106
S -3.280 -0.074 0.251
C -2.514 0.607 1.801
C -1.767 1.851 1.444
C -2.490 2.963 1.165
C -1.918 4.135 0.540
O -2.459 5.198 0.388
O -0.655 3.959 0.030
C 0.087 2.879 0.316
C -0.350 1.852 1.156
C 0.613 0.876 1.580
C 0.431 0.030 2.692
C 1.364 -0.918 3.028
C 2.537 -1.059 2.282
C 2.793 -0.187 1.259
C 1.864 0.811 0.909
C 2.189 1.787 -0.064
C 1.351 2.828 -0.310
H 1.601 3.622 -0.994
H 3.141 1.714 -0.568
H 3.726 -0.237 0.717
H 3.253 -1.823 2.543
H 1.199 -1.548 3.889
H -0.416 0.176 3.343
H -3.555 2.994 1.330
H -1.907 -0.192 2.213
H -3.363 0.815 2.449
H 2.112 0.668 -2.750
H 3.156 -0.793 -2.683
H 1.366 -2.591 -5.445
H 2.664 -2.729 -4.255
*
```

No. 2
The ion C7H10N with charge +1, computed with ωB97M-V/def2-TZVPD.

Summary:
Relative energy (zero: lowest compared OMol25 entry of this formula, charge and spin)   687.14 kJ/mol
HOMO level   -15.44 eV

ORCA input file:
```
! RIJCOSX wB97M-V def2-TZVPD def2/J DEFGRID3
* xyz 1 1
C 1.926 -0.205 0.177
C 2.957 -0.916 0.354
C 1.728 1.348 0.230
C -0.111 0.151 -1.473
C -0.674 -0.244 -0.125
C -1.684 0.656 0.644
C -0.703 -1.667 0.213
N 0.654 0.321 -0.271
H 1.532 1.830 1.248
H 2.205 1.838 -0.601
H 0.328 -0.723 -1.962
H -0.487 1.056 -1.902
H -1.285 0.456 1.689
H -2.755 0.390 0.502
H -1.392 1.701 0.323
H 0.260 -2.269 0.234
H -1.402 -2.082 -0.565
H -1.098 -1.643 1.284
*
```

No. 3
An isolated molecule of C3H6OS, computed with ωB97M-V/def2-TZVPD.

Summary:
Relative energy (zero: lowest compared OMol25 entry of this formula, charge and spin)   213.52 kJ/mol
HOMO level   -9.14 eV

ORCA input file:
```
! RIJCOSX wB97M-V def2-TZVPD def2/J DEFGRID3
* xyz 0 1
C -0.409 -1.230 0.127
C -0.062 0.083 -0.459
C 1.170 0.934 0.229
O -2.692 0.159 -0.489
S -1.589 0.157 0.483
H -0.669 -2.102 -0.505
H 0.104 -1.483 1.083
H -0.379 0.245 -1.546
H 1.004 1.205 1.192
H 1.474 1.789 -0.249
H 2.048 0.242 0.133
*
```

No. 4
A structure of composition C56H53BrFNO2P2RhSTe, computed with ωB97M-V/def2-TZVPD.

Summary:
HOMO level (spin up / spin down)   -5.91 / -7.47 eV

ORCA input file:
```
! RIJCOSX wB97M-V def2-TZVPD def2/J DEFGRID3
* xyz 0 6
Rh -0.314 -0.690 1.514
O 2.614 -1.519 2.889
S 1.491 -1.889 2.040
C 0.821 -3.385 2.834
C 1.499 -4.588 2.883
C 0.989 -5.623 3.654
C -0.164 -5.433 4.402
C -0.820 -4.214 4.382
C -0.348 -3.190 3.566
P -1.165 -1.562 3.406
C -0.686 -0.786 4.988
C -1.477 -0.880 6.129
C -1.052 -0.302 7.313
C 0.169 0.351 7.370
C 0.960 0.440 6.237
C 0.537 -0.121 5.046
C -2.940 -1.902 3.521
C -3.499 -3.125 3.160
C -4.872 -3.294 3.194
C -5.697 -2.240 3.549
C -5.146 -1.002 3.849
C -3.775 -0.828 3.829
C 2.217 -2.583 0.544
C 3.580 -2.817 0.558
C 4.206 -3.279 -0.586
C 3.461 -3.500 -1.734
C 2.101 -3.243 -1.744
C 1.459 -2.760 -0.606
P -0.323 -2.309 -0.634
C -0.854 -3.905 -1.387
C -1.022 -4.977 -0.516
C -1.247 -6.249 -1.008
C -1.298 -6.462 -2.377
C -1.151 -5.396 -3.251
C -0.933 -4.118 -2.760
C -0.468 -1.179 -2.065
C 0.617 -0.561 -2.609
C 0.531 0.575 -3.558
C -0.879 0.839 -3.966
C -1.935 0.150 -3.459
C -1.771 -0.849 -2.486
H 2.414 -4.719 2.321
H 1.501 -6.574 3.691
H -0.555 -6.236 5.010
H -1.693 -4.044 4.996
H -2.429 -1.393 6.084
H -1.673 -0.368 8.196
H 0.495 0.799 8.297
H 1.911 0.947 6.276
H 1.153 -0.032 4.164
H -2.866 -3.951 2.864
H -5.294 -4.258 2.947
H -6.767 -2.384 3.592
H -5.786 -0.172 4.108
H -3.335 0.136 4.051
H 4.129 -2.605 1.464
H 5.270 -3.456 -0.585
H 3.944 -3.842 -2.638
H 1.531 -3.394 -2.650
H -0.963 -4.790 0.550
H -1.371 -7.079 -0.329
H -1.450 -7.461 -2.761
H -1.186 -5.566 -4.318
H -0.818 -3.287 -3.444
H 1.604 -0.889 -2.336
H 1.129 0.340 -4.459
H -1.034 1.562 -4.751
H -2.932 0.386 -3.803
H -2.626 -1.365 -2.075
F 0.928 -0.089 -0.042
Br 0.258 2.078 2.020
C -4.147 -0.291 0.191
C -2.807 0.467 0.130
O -2.697 1.432 -0.661
N -1.952 0.078 0.998
Te 0.067 2.231 -1.094
C 0.227 4.381 -0.978
C -0.936 5.152 -0.908
C -2.306 4.574 -1.090
C -0.833 6.525 -0.704
C 0.391 7.155 -0.575
C 0.497 8.631 -0.330
C 1.537 6.378 -0.667
C 1.474 5.008 -0.860
C 2.751 4.235 -0.929
C 1.282 1.869 -2.974
C 1.161 2.973 -3.977
C -0.066 3.833 -4.032
C 2.156 3.180 -4.889
C 3.384 2.505 -4.837
C 4.425 2.634 -5.900
C 3.656 1.779 -3.668
C 2.721 1.524 -2.709
C 3.208 0.937 -1.420
H -4.685 0.042 1.076
H -3.965 -1.361 0.276
H -4.718 -0.064 -0.705
H -2.313 3.495 -0.956
H -2.676 4.801 -2.092
H -3.001 5.018 -0.380
H -1.741 7.109 -0.631
H -0.471 9.115 -0.439
H 1.201 9.083 -1.029
H 0.866 8.822 0.678
H 2.506 6.847 -0.562
H 3.601 4.862 -0.672
H 2.909 3.846 -1.934
H 2.707 3.400 -0.231
H -0.857 3.451 -3.386
H -0.442 3.906 -5.054
H 0.173 4.847 -3.702
H 2.005 3.921 -5.665
H 4.211 3.463 -6.571
H 4.475 1.718 -6.495
H 5.410 2.786 -5.457
H 4.676 1.459 -3.497
H 3.170 -0.152 -1.407
H 2.615 1.289 -0.578
H 4.247 1.225 -1.254
*
```

No. 5
A structure of composition C27H27BaF9O31P, computed with ωB97M-V/def2-TZVPD.

Summary:
Relative energy (zero: lowest compared OMol25 entry of this formula, charge and spin)   755.92 kJ/mol
HOMO level   -4.10 eV

ORCA input file:
```
! RIJCOSX wB97M-V def2-TZVPD def2/J DEFGRID3
* xyz -1 1
Ba -3.615 -1.462 0.487
P -0.213 -0.335 -0.646
O -0.783 0.385 0.591
O -0.303 -1.827 -0.236
O 1.207 0.039 -1.164
O -1.259 -0.061 -1.724
C 0.280 -2.400 -5.154
C 0.532 -0.991 -5.535
O -0.407 -0.697 -6.514
C -1.045 -1.867 -6.885
O -1.776 -2.054 -7.943
O -0.440 -2.842 -6.268
F 1.656 -0.900 -6.222
H -0.381 -2.558 -4.301
H 1.163 -3.033 -5.072
H 0.563 -0.398 -4.620
C 4.720 -1.098 0.639
C 4.778 -2.424 -0.022
O 5.278 -3.311 0.980
C 6.049 -2.523 1.861
O 6.850 -2.851 2.713
O 5.906 -1.245 1.426
F 5.465 -2.391 -1.149
H 3.737 -0.969 1.094
H 4.757 -0.345 -0.148
H 3.714 -2.626 -0.144
C -6.205 0.998 -5.479
C -5.573 -0.062 -4.483
O -6.027 -1.297 -4.872
C -6.817 -1.227 -5.985
O -7.185 -2.237 -6.578
O -6.918 0.092 -6.365
F -5.791 0.282 -3.235
H -5.474 1.570 -6.051
H -6.877 1.793 -5.156
H -4.508 -0.282 -4.561
C 1.087 3.939 -3.616
C 2.508 3.551 -3.748
O 3.075 4.614 -2.967
C 2.229 5.672 -2.945
O 2.584 6.742 -2.512
O 1.068 5.319 -3.526
F 2.811 3.569 -5.065
H 0.729 3.541 -2.667
H 0.537 3.346 -4.347
H 2.730 2.609 -3.245
C 1.244 -3.574 3.903
C 0.732 -2.754 5.027
O 1.934 -3.048 5.813
C 2.522 -4.155 5.453
O 3.373 -4.746 6.092
O 1.890 -4.615 4.423
F -0.292 -3.224 5.753
H 1.862 -2.902 3.310
H 0.410 -3.802 3.240
H 0.576 -1.678 4.941
C 1.300 -7.361 -1.675
C 0.893 -6.952 -0.326
O 1.838 -7.528 0.607
C 2.736 -8.123 -0.095
O 3.697 -8.761 0.380
O 2.538 -7.986 -1.461
F -0.329 -7.463 -0.119
H 1.210 -6.591 -2.442
H 0.672 -8.143 -2.100
H 0.827 -5.885 -0.116
C 2.083 3.373 1.799
C 1.823 2.740 3.112
O 1.230 3.856 3.791
C 1.750 4.970 3.280
O 1.633 6.039 3.750
O 2.489 4.687 2.234
F 2.872 2.309 3.742
H 1.232 3.490 1.128
H 2.905 2.737 1.472
H 1.208 1.849 2.986
C -2.692 5.126 1.373
C -2.848 4.421 -0.009
O -2.749 5.493 -0.935
C -2.255 6.518 -0.435
O -2.102 7.590 -1.078
O -2.067 6.337 0.869
F -4.085 3.915 -0.042
H -1.992 4.620 2.039
H -3.621 5.252 1.928
H -2.021 3.713 -0.078
C -2.528 1.592 7.878
C -2.737 2.821 7.075
O -2.723 2.288 5.815
C -2.997 0.995 5.756
O -3.172 0.259 4.797
O -2.967 0.583 6.996
F -1.671 3.600 7.283
H -2.976 1.523 8.869
H -1.453 1.444 7.988
H -3.611 3.405 7.364
*
```

No. 6
A structure of composition C37H42Br2Cl60N2O6PS3, computed with ωB97M-V/def2-TZVPD.

Summary:
HOMO level   -11.15 eV

ORCA input file:
```
! RIJCOSX wB97M-V def2-TZVPD def2/J DEFGRID3
* xyz 1 1
C 6.360 -2.072 2.009
C 4.847 -2.333 1.839
C 4.099 -1.250 2.615
C 2.666 -1.532 3.213
P 2.765 -0.519 4.787
O 1.642 -0.634 5.692
O 4.066 -0.936 5.572
O 3.118 0.955 4.340
N 1.653 -0.955 2.213
C 0.256 -0.741 2.743
C -0.367 0.587 2.292
C 0.177 1.851 2.930
S -0.140 1.909 4.710
C 1.685 -1.760 0.937
C 0.644 -1.319 -0.090
C 0.963 -0.039 -0.926
C 1.995 0.956 -0.385
S 2.755 1.885 -1.765
C 4.470 1.559 -1.493
S 5.021 0.080 -1.058
N 5.233 2.666 -1.708
C 5.184 3.626 -0.592
C 6.240 3.347 0.439
O 7.508 3.488 -0.178
C 7.659 2.392 -1.055
C 6.613 2.403 -2.158
C 1.641 -3.281 1.160
Br -0.222 -3.989 1.139
C 2.383 -3.948 -0.035
C 1.958 -5.360 -0.382
C 3.090 -6.012 -1.173
O 4.161 -6.349 -0.310
O 2.271 -3.785 2.296
C 2.409 -3.021 3.442
C 3.471 -3.661 4.325
Br 0.727 -3.405 4.477
H 6.934 -2.623 1.282
H 6.524 -1.009 1.873
H 6.640 -2.336 3.020
H 4.679 -3.357 2.137
H 4.679 -2.284 0.776
H 4.772 -0.937 3.401
H 4.065 -0.385 1.953
H 3.795 -1.592 6.235
H 3.272 1.028 3.386
H 1.985 -0.010 2.022
H -0.413 -1.501 2.383
H 0.176 -0.793 3.821
H -0.389 0.677 1.214
H -1.398 0.503 2.612
H -0.369 2.674 2.491
H 1.221 2.016 2.652
H -0.042 3.234 4.882
H 2.615 -1.580 0.416
H -0.363 -1.248 0.291
H 0.599 -2.126 -0.801
H 0.026 0.474 -1.091
H 1.287 -0.343 -1.911
H 2.837 0.507 0.120
H 1.507 1.686 0.249
H 4.215 3.522 -0.111
H 5.224 4.643 -0.954
H 6.175 2.329 0.831
H 6.136 4.027 1.272
H 7.684 1.454 -0.505
H 8.621 2.512 -1.536
H 6.877 3.236 -2.803
H 6.679 1.529 -2.780
H 3.412 -4.012 0.287
H 2.367 -3.306 -0.908
H 1.817 -5.979 0.494
H 1.103 -5.389 -1.038
H 2.674 -6.872 -1.694
H 3.424 -5.301 -1.931
H 4.977 -6.178 -0.796
H 3.530 -4.712 4.088
H 4.449 -3.219 4.176
H 3.196 -3.502 5.350
C 2.987 -9.340 -2.338
Cl 1.879 -8.400 -1.331
Cl 2.258 -10.903 -2.707
Cl 3.307 -8.465 -3.842
Cl 4.501 -9.581 -1.464
C -2.241 2.315 -3.547
Cl -0.565 2.315 -2.958
Cl -3.057 3.790 -3.035
Cl -2.204 2.212 -5.300
Cl -3.091 0.910 -2.885
C -5.838 6.780 -1.462
Cl -5.004 6.330 -2.954
Cl -5.230 5.793 -0.128
Cl -5.546 8.483 -1.114
Cl -7.576 6.484 -1.659
C 1.594 -8.416 2.728
Cl 2.848 -9.649 2.585
Cl 0.789 -8.561 4.292
Cl 2.326 -6.816 2.568
Cl 0.422 -8.610 1.427
C 1.216 2.329 -7.938
Cl 1.098 2.004 -6.190
Cl -0.217 3.238 -8.439
Cl 2.664 3.279 -8.254
Cl 1.288 0.829 -8.860
C 3.812 -1.919 -6.525
Cl 3.626 -2.470 -8.191
Cl 3.430 -3.248 -5.419
Cl 5.479 -1.396 -6.260
Cl 2.716 -0.567 -6.227
C -8.729 10.749 0.487
Cl -8.814 10.437 2.222
Cl -10.175 11.622 -0.025
Cl -7.296 11.723 0.135
Cl -8.619 9.219 -0.391
C -11.417 4.029 -2.011
Cl -11.494 3.802 -3.760
Cl -11.496 2.461 -1.207
Cl -9.896 4.833 -1.588
Cl -12.776 5.027 -1.485
C 3.970 4.072 -12.500
Cl 3.642 3.967 -14.230
Cl 5.565 3.391 -12.159
Cl 3.932 5.764 -11.993
Cl 2.744 3.167 -11.606
C -8.498 6.795 3.927
Cl -7.479 8.008 4.715
Cl -10.195 7.159 4.246
Cl -8.207 6.823 2.187
Cl -8.108 5.200 4.573
C -3.651 -8.928 0.150
Cl -5.236 -9.427 -0.440
Cl -3.820 -7.479 1.150
Cl -2.937 -10.223 1.112
Cl -2.592 -8.572 -1.222
C 6.356 -0.753 8.783
Cl 6.514 -1.020 10.518
Cl 4.884 0.165 8.454
Cl 7.756 0.143 8.191
Cl 6.265 -2.317 7.952
C -14.781 -0.098 0.211
Cl -15.476 0.049 1.828
Cl -14.628 1.503 -0.515
Cl -13.180 -0.841 0.324
Cl -15.828 -1.106 -0.792
C -9.039 4.707 8.715
Cl -8.467 6.080 7.766
Cl -7.692 4.021 9.630
Cl -10.299 5.240 9.830
Cl -9.698 3.478 7.627
C -4.988 0.501 -7.766
Cl -5.181 0.211 -6.033
Cl -6.384 1.391 -8.372
Cl -3.521 1.450 -8.048
Cl -4.856 -1.042 -8.610
*
```

| no. | F_max (eV Å⁻¹) |
| --- | --- |
| 1 | 1.3 |
| 2 | 4.8 |
| 3 | 6.0 |
| 4 | 1.8 |
| 5 | 7.5 |
| 6 | 3.7 |